[1]
{
  "formula": "C20H46AuO3P4S",
  "method": "ωB97M-V/def2-TZVPD",
  "e_homo_ha": [-0.5512, -0.5507],
  "homo_lumo_gap_ev": [5.95, 2.12],
  "multiplicity": 3,
  "s2": 2.009,
  "total_charge": 3,
  "fmax_ev_per_a": 2.34,
  "energy_ev": -79284.479,
  "elements": ["Au", "P", "P", "P", "H", "C", "C", "H", "C", "C", "C", "C", "C", "C", "C", "C", "C", "H", "H", "H", "H", "H", "H", "H", "H", "H", "H", "H", "H", "H", "H", "H", "H", "H", "H", "H", "H", "H", "H", "H", "H", "H", "H", "H", "H", "H", "C", "C", "C", "C", "C", "C", "S", "H", "H", "H", "H", "H", "H", "C", "O", "P", "O", "C", "O", "C", "H", "H", "H", "H", "H", "H", "H", "H", "H"],
  "xyz": [[0.85207, 0.21338, -0.82070], [-1.58929, -0.31800, -1.20371], [1.51558, -1.98231, -0.22918], [1.48500, 0.21260, -3.09880], [1.17162, 1.49773, 1.68917], [1.18591, 1.89492, 0.67356], [-0.04253, 2.17607, 0.04348], [-0.96606, 2.05570, 0.61217], [-2.68495, -0.22663, 0.23107], [-1.91573, -1.96420, -1.93535], [-2.34720, 0.80576, -2.43518], [3.10547, -1.94215, 0.61396], [0.33115, -2.70532, 0.93923], [1.62625, -3.19823, -1.58160], [1.15577, 1.83893, -3.82312], [0.63196, -0.90389, -4.25028], [3.25823, -0.17113, -3.30144], [2.12319, 2.34479, 0.34177], [-0.11022, 2.74149, -0.89055], [-2.61429, 0.77145, 0.67438], [-2.36210, -0.92425, 1.01612], [-3.72024, -0.43378, -0.06892], [-1.66130, -2.75959, -1.22669], [-1.33117, -2.11427, -2.85221], [-2.98951, -2.02688, -2.17267], [-2.27247, 1.84072, -2.07875], [-3.40968, 0.54368, -2.55952], [-1.84134, 0.74262, -3.40940], [3.48599, -2.95977, 0.75620], [2.97843, -1.46489, 1.59463], [3.82185, -1.36745, 0.01266], [0.73945, -3.65204, 1.32078], [-0.64012, -2.90321, 0.47526], [0.17167, -2.02819, 1.78373], [1.97228, -4.14885, -1.15516], [2.35459, -2.87030, -2.33614], [0.64265, -3.35848, -2.04890], [1.77899, 1.97788, -4.71424], [1.37512, 2.64622, -3.11703], [0.10023, 1.89994, -4.11341], [1.04774, -0.74608, -5.25512], [-0.44227, -0.69746, -4.30383], [0.78732, -1.95176, -3.97761], [3.65318, 0.41325, -4.14458], [3.36566, -1.24121, -3.50663], [3.82781, 0.05021, -2.39439], [4.86721, 4.24142, -1.85756], [6.24895, 4.05802, -1.96895], [7.12033, 5.14202, -2.01609], [6.59964, 6.44224, -1.98219], [5.21512, 6.63870, -1.98840], [4.34140, 5.54447, -1.94673], [3.85150, 2.82556, -1.76337], [2.74612, 3.20356, -1.04095], [6.61374, 3.03959, -2.01134], [8.18370, 4.94105, -2.06400], [7.27444, 7.29494, -1.94344], [4.82938, 7.65901, -2.02551], [3.25982, 5.65876, -1.99414], [-2.83002, -2.84670, 3.52796], [-2.07909, -1.73218, 3.03041], [-1.24506, -0.70840, 4.08243], [-2.37494, -0.39461, 5.22495], [-3.72098, -0.01890, 4.90719], [-1.31379, 0.64330, 3.11121], [-1.31406, 1.94714, 3.70619], [-2.74045, -3.64747, 2.78743], [-3.89369, -2.59967, 3.63904], [-2.45351, -3.21679, 4.49311], [-3.95322, -0.03145, 3.83052], [-4.37289, -0.72186, 5.43487], [-3.89057, 0.98690, 5.30181], [-2.32853, 2.35422, 3.63809], [-0.99325, 1.93801, 4.75628], [-0.60099, 2.56320, 3.14442]]
}


[2]
{
  "formula": "C29H25IN3O2Re",
  "method": "ωB97M-V/def2-TZVPD",
  "e_homo_ha": [-0.3812, -0.3710],
  "homo_lumo_gap_ev": [6.63, 6.01],
  "multiplicity": 4,
  "s2": 3.781,
  "total_charge": 1,
  "fmax_ev_per_a": 1.93,
  "energy_ev": -49262.638,
  "elements": ["Re", "C", "C", "N", "C", "C", "C", "O", "C", "C", "N", "C", "C", "C", "C", "C", "C", "I", "C", "O", "H", "H", "H", "H", "H", "H", "H", "H", "H", "H", "H", "H", "C", "C", "C", "C", "C", "C", "H", "H", "H", "H", "H", "H", "H", "H", "H", "N", "C", "C", "C", "C", "C", "C", "C", "C", "C", "H", "H", "H", "H"],
  "xyz": [[-0.87570, -0.14260, 0.36758], [2.18540, 3.42920, 0.99848], [0.84900, 3.81440, 0.46828], [0.59120, 5.07090, 0.26068], [-0.59670, 5.45450, -0.20972], [-1.63730, 4.58800, -0.44682], [-2.93190, 5.10780, -1.03012], [-4.09800, 4.72770, -0.32852], [-1.42790, 3.20230, -0.19472], [-2.51610, 2.30490, -0.29162], [-2.52940, 0.99180, -0.15732], [-3.80450, 0.40330, -0.33482], [-4.75810, 0.96390, -1.19802], [-6.03010, 0.43790, -1.31142], [-6.39640, -0.68120, -0.58392], [-5.46570, -1.28890, 0.24088], [-4.19920, -0.74880, 0.34558], [-2.73270, -1.74300, 1.55478], [-0.12430, 2.78520, 0.20878], [0.19520, 1.55260, 0.38208], [2.79990, 4.31470, 1.12218], [2.66970, 2.72580, 0.32348], [2.05830, 2.93900, 1.96168], [-0.69590, 6.51470, -0.39142], [-3.05620, 4.70360, -2.04232], [-2.86640, 6.19870, -1.11292], [-4.11000, 5.15380, 0.53658], [-3.47730, 2.79580, -0.41142], [-4.48970, 1.80680, -1.81662], [-6.73780, 0.91480, -1.97092], [-7.38950, -1.08970, -0.67082], [-5.72040, -2.17890, 0.79188], [-0.48720, -5.31360, -1.17312], [0.34150, -4.77450, -0.00362], [-0.15730, -5.36610, 1.32048], [1.83660, -5.11150, -0.18882], [0.30430, -3.33130, 0.06408], [0.40720, -2.11800, 0.19818], [-0.37880, -6.39400, -1.21442], [-0.15410, -4.89630, -2.12062], [-1.54040, -5.07900, -1.03612], [-0.04580, -6.44630, 1.28588], [-1.20700, -5.13010, 1.48138], [0.42160, -4.98530, 2.15918], [1.97370, -6.18930, -0.15222], [2.42790, -4.65970, 0.60678], [2.20240, -4.74320, -1.14532], [8.99640, 0.53900, 0.26008], [7.86060, 0.39800, 0.29748], [6.45830, 0.20840, 0.32948], [5.82800, -0.39870, -0.76132], [4.46620, -0.58960, -0.73832], [3.71770, -0.19220, 0.38548], [4.35610, 0.41730, 1.47328], [5.71830, 0.61630, 1.44288], [2.36660, -0.53980, 0.40408], [1.21060, -0.96620, 0.33348], [6.42390, -0.71550, -1.60572], [3.96470, -1.06770, -1.56632], [3.77630, 0.72370, 2.32958], [6.23050, 1.07630, 2.27498]]
}


[3]
{
  "formula": "C23H25F3IrN4OS",
  "method": "ωB97M-V/def2-TZVPD",
  "e_homo_ha": -0.3842,
  "homo_lumo_gap_ev": 7.45,
  "total_charge": 1,
  "fmax_ev_per_a": 0.54,
  "energy_ev": -54088.581,
  "elements": ["Ir", "F", "C", "F", "F", "C", "C", "C", "C", "N", "C", "S", "H", "H", "H", "C", "C", "O", "N", "C", "C", "C", "C", "C", "C", "N", "H", "H", "H", "H", "H", "H", "H", "H", "H", "H", "C", "N", "C", "C", "C", "C", "C", "C", "C", "C", "H", "H", "H", "H", "H", "H", "H", "H", "H", "H", "H", "H"],
  "xyz": [[-0.29608, 0.04180, -0.17404], [-0.10831, -1.96403, -4.90815], [-1.14625, -2.67661, -4.43391], [-2.25768, -1.96233, -4.64980], [-1.23121, -3.79007, -5.17536], [-0.95906, -3.00340, -2.97440], [-0.78885, -4.31072, -2.57050], [-0.55384, -4.58838, -1.22817], [-0.49509, -3.52971, -0.34996], [-0.66714, -2.25629, -0.71589], [-0.90943, -1.97617, -2.01730], [-1.06467, -0.28079, -2.34417], [-0.83201, -5.10757, -3.29984], [-0.42759, -5.60040, -0.87404], [-0.32601, -3.71398, 0.70497], [-4.28395, 1.11244, 1.35039], [-2.78373, 1.14718, 1.26972], [-2.26159, 0.50251, 0.34331], [-2.16382, 1.85227, 2.22458], [-0.74478, 2.15645, 2.41395], [0.00893, 0.93502, 2.86218], [0.45367, 0.80067, 4.16607], [0.97569, -0.40946, 4.59295], [0.99623, -1.46899, 3.70420], [0.56735, -1.25122, 2.40928], [0.12831, -0.06574, 1.96661], [-4.68400, 1.17719, 0.34145], [-4.69599, 1.91165, 1.96257], [-4.58725, 0.15041, 1.76526], [-2.78584, 2.24904, 2.90922], [-0.69621, 2.93413, 3.17235], [-0.32877, 2.56079, 1.49854], [0.37028, 1.63960, 4.84337], [1.33196, -0.52913, 5.60714], [1.34620, -2.44826, 3.99732], [0.57930, -2.04206, 1.67519], [2.46419, -1.39613, -0.17983], [1.77130, -0.20265, -0.70783], [2.03521, -0.17529, -2.17280], [2.41546, 1.01480, -0.11427], [1.57106, 2.20124, -0.46693], [2.07877, 3.46002, -0.74962], [1.21312, 4.48665, -1.10756], [-0.14658, 4.23199, -1.21430], [-0.65319, 2.96450, -0.94169], [0.19905, 1.94052, -0.53864], [3.52265, -1.34797, -0.44749], [2.03197, -2.29384, -0.61384], [2.38664, -1.42880, 0.90251], [3.11628, -0.13737, -2.32923], [1.56400, 0.69199, -2.62197], [1.63672, -1.07342, -2.63573], [3.44107, 1.09994, -0.48401], [2.46045, 0.85640, 0.96667], [3.14668, 3.64100, -0.70225], [1.60148, 5.47158, -1.32820], [-0.81935, 5.02093, -1.52590], [-1.71578, 2.77813, -1.05221]]
}


[4]
{
  "formula": "C5H7N",
  "method": "ωB97M-V/def2-TZVPD",
  "e_homo_ha": [-0.2835, -0.2766],
  "homo_lumo_gap_ev": [7.67, 7.15],
  "fmax_ev_per_a": 1.53,
  "energy_ev": -6784.296,
  "elements": ["C", "C", "C", "C", "C", "N", "H", "H", "H", "H", "H", "H", "H"],
  "xyz": [[1.06515, 1.00339, -0.14853], [0.82598, -0.42316, -0.00800], [-0.50459, -0.89494, 0.68175], [-1.52358, -0.46609, -0.32606], [-1.44092, 0.86472, -0.55466], [-1.01180, 1.98440, -0.54985], [1.69224, 1.30845, -0.98146], [1.75609, -0.40841, 0.61273], [1.14914, 1.58821, 0.76913], [1.00522, -1.00372, -0.91863], [-0.60151, -0.41875, 1.66379], [-0.49706, -1.98149, 0.82394], [-1.91433, -1.15261, -1.06415]]
}


Computed energy relative to the best compared isomer or geometry (same formula, charge and spin) (kJ/mol) in order:
297.5, 198.7, 8.9, 406.9